Record 1
Density functional theory data (the ωB97M-V functional and the def2-TZVPD basis) for CH3F2OPS in the gas phase at a distorted geometry.

The geometry in XYZ format:
```
9
CH3F2OPS, DFT the ωB97M-V functional and the def2-TZVPD basis
C -0.18 -0.53 -1.26
O 0.68 -0.60 -0.07
P 0.30 0.39 1.20
F -0.02 1.70 0.31
F -1.31 0.09 1.30
S 1.42 0.57 2.78
H -1.18 -0.79 -0.86
H 0.40 -1.25 -1.83
H -0.11 0.42 -1.58
```

## Properties
SMILES: COP(F)(F)=S
HOMO (eV): -10.41
Orbital gap (eV): 10.93
LUMO (eV): 0.52
DFT total energy (eV): -28694.451

---

Record 2
Density functional theory data (the ωB97M-V functional and the def2-TZVPD basis) for 9 unconnected molecules or ions with the total composition C9H36N4O9 at a distorted geometry.

The geometry in XYZ format:
```
58
C9H36N4O9, DFT the ωB97M-V functional and the def2-TZVPD basis
N 2.67 2.23 4.96
C 2.14 1.91 3.82
N 2.02 2.92 3.05
O 1.80 0.62 3.43
H 2.99 1.45 5.58
H 2.78 3.12 5.36
H 1.56 2.78 2.17
H 2.19 3.89 3.32
N 2.25 -0.80 -1.60
C 1.65 -0.58 -2.74
N 2.53 -0.89 -3.64
O 0.34 -0.27 -2.93
H 1.59 -0.71 -0.83
H 3.11 -1.43 -1.50
H 2.15 -0.83 -4.62
H 3.49 -0.74 -3.61
C 0.10 -3.72 -1.56
O -0.35 -3.15 -0.41
H 1.09 -4.20 -1.60
H -0.07 -3.00 -2.40
H -0.52 -4.56 -1.65
H 0.35 -2.63 -0.03
C -0.68 -0.22 0.62
O 0.62 -0.63 0.88
H -0.86 -0.57 -0.35
H -0.67 0.88 0.57
H -1.45 -0.61 1.38
H 0.95 -0.33 1.75
C -2.84 -1.91 -3.01
O -2.80 -0.55 -3.41
H -3.82 -2.28 -2.89
H -2.22 -1.97 -2.11
H -2.31 -2.65 -3.59
H -1.90 -0.40 -3.80
C -1.57 2.25 -1.41
O -1.66 3.03 -2.57
H -1.32 2.94 -0.61
H -0.69 1.63 -1.49
H -2.50 1.78 -1.31
H -2.38 3.66 -2.38
C -4.91 -0.63 -0.88
O -3.58 -0.31 -0.74
H -5.49 -0.17 -0.13
H -4.98 -1.75 -0.98
H -5.36 -0.12 -1.73
H -3.06 -0.51 -1.53
C 4.18 -1.07 1.88
O 4.76 -1.46 0.68
H 4.87 -0.61 2.63
H 3.63 -1.88 2.31
H 3.36 -0.33 1.79
H 5.37 -2.23 0.79
C -1.41 2.41 2.92
O -0.82 3.59 2.46
H -0.57 1.73 2.73
H -2.26 1.92 2.36
H -1.61 2.42 3.96
H 0.11 3.55 2.59
```

## Properties
SMILES: NC(N)=O.NC(N)=O.CO.CO.CO.CO.CO.CO.CO
HOMO (eV): -9.04
Orbital gap (eV): 9.13
LUMO (eV): 0.10
DFT total energy (eV): -34299.866

---

Record 3
Density functional theory data (the ωB97M-V functional and the def2-TZVPD basis) for C3H7N2OPS in the gas phase at a distorted geometry.

The geometry in XYZ format:
```
15
C3H7N2OPS, DFT the ωB97M-V functional and the def2-TZVPD basis
C 1.35 0.42 3.27
C 0.93 0.81 1.92
C 0.93 1.11 0.74
S 0.45 1.53 -0.80
P -0.82 -0.45 -1.15
N -2.15 0.00 -2.08
N 0.03 -1.24 -2.34
O -1.16 -1.20 0.05
H 0.77 -0.49 3.46
H 1.02 1.13 4.04
H 2.48 0.37 3.36
H -2.21 -0.32 -3.04
H -2.50 0.96 -2.03
H 0.08 -0.79 -3.27
H 0.80 -1.84 -2.13
```

## Properties
SMILES: CC#CSP(N)(N)=O
HOMO (eV): -8.31
Orbital gap (eV): 8.59
LUMO (eV): 0.28
DFT total energy (eV): -28376.149

---

Record 4
Density functional theory data (the ωB97M-V functional and the def2-TZVPD basis) for 2 unconnected molecules or ions with the total composition BrClIO3P at a distorted geometry.

The geometry in XYZ format:
```
7
BrClIO3P, DFT the ωB97M-V functional and the def2-TZVPD basis
O -0.09 0.99 -0.46
O 2.31 0.42 -0.91
O -2.49 -1.87 -0.30
P 0.89 -0.03 -0.28
Cl 2.75 1.99 -1.43
Br -2.57 -0.63 0.75
I -0.81 -0.87 2.63
```

## Properties
HOMO (eV): -9.53
Orbital gap (eV): 7.10
LUMO (eV): -2.43
DFT total energy (eV): -106092.321

---

Record 5
Density functional theory data (the ωB97M-V functional and the def2-TZVPD basis) for a molecular structure, C33H80N8O5 at a distorted geometry.

The geometry in XYZ format:
```
126
C33H80N8O5, DFT the ωB97M-V functional and the def2-TZVPD basis
C -0.28 27.46 -17.29
C 0.08 28.00 -18.66
N 0.71 26.99 -19.61
C 1.96 26.40 -19.14
C 2.86 25.94 -20.23
C -0.17 26.01 -20.16
C -0.87 26.48 -21.42
H -1.05 26.70 -17.46
H -0.63 28.27 -16.65
H 0.52 26.81 -16.93
H -0.83 28.32 -19.17
H 0.79 28.83 -18.66
H 2.48 27.08 -18.48
H 1.60 25.46 -18.70
H 3.35 26.80 -20.68
H 3.68 25.28 -19.94
H 2.35 25.26 -20.92
H -0.91 25.90 -19.36
H 0.21 24.99 -20.22
H -0.29 27.09 -22.12
H -1.72 27.12 -21.17
H -1.15 25.54 -21.89
C 5.51 26.81 -18.95
C 4.47 27.65 -19.76
N 4.87 29.09 -20.18
C 6.00 29.12 -21.09
C 7.36 28.93 -20.40
C 3.66 29.75 -20.66
C 3.01 29.24 -21.90
H 6.21 26.27 -19.59
H 5.04 26.11 -18.25
H 6.13 27.46 -18.33
H 4.14 27.09 -20.64
H 3.56 27.71 -19.16
H 5.72 28.45 -21.90
H 6.18 30.07 -21.60
H 8.09 29.58 -20.88
H 7.40 29.31 -19.39
H 7.75 27.91 -20.46
H 3.97 30.79 -20.78
H 3.02 29.82 -19.78
H 2.79 28.17 -21.95
H 3.80 29.32 -22.65
H 2.14 29.79 -22.26
C 1.11 24.09 -25.00
C 1.44 22.92 -24.07
N 2.79 22.44 -24.08
C 3.09 21.70 -25.27
C 2.26 20.40 -25.42
C 3.94 23.29 -23.66
C 5.33 22.54 -23.71
H 1.26 23.84 -26.05
H 1.83 24.87 -24.74
H 0.10 24.49 -25.05
H 1.19 23.29 -23.07
H 0.65 22.17 -24.01
H 2.90 22.29 -26.17
H 4.16 21.58 -25.46
H 1.27 20.54 -25.84
H 2.70 19.54 -25.92
H 1.99 19.98 -24.45
H 3.79 23.54 -22.61
H 4.17 24.16 -24.26
H 5.18 21.52 -23.37
H 6.05 23.01 -23.05
H 5.74 22.59 -24.72
C 2.76 30.41 -23.74
O 2.02 29.50 -24.09
N 2.68 31.77 -23.91
C 3.58 32.80 -23.51
C 1.43 32.29 -24.29
H 3.78 30.17 -23.40
H 3.59 33.59 -24.26
H 4.62 32.47 -23.51
H 3.54 33.13 -22.47
H 0.61 31.58 -24.19
H 1.11 33.17 -23.72
H 1.47 32.61 -25.33
C 6.44 26.92 -23.38
O 7.60 26.67 -23.16
N 5.45 26.16 -23.01
C 4.10 26.23 -23.66
C 5.58 25.13 -21.95
H 6.17 27.70 -24.11
H 3.88 27.22 -24.06
H 3.41 26.10 -22.81
H 3.91 25.48 -24.43
H 5.67 24.25 -22.58
H 6.51 25.24 -21.38
H 4.75 24.99 -21.26
C -0.88 26.88 -25.94
O -0.84 26.80 -24.71
N -0.15 27.78 -26.62
C 0.13 27.60 -28.02
C 0.75 28.68 -25.93
H -1.42 26.16 -26.58
H 1.19 27.73 -28.22
H -0.41 28.40 -28.53
H -0.19 26.65 -28.45
H 1.64 28.13 -25.62
H 1.22 29.49 -26.49
H 0.42 29.08 -24.97
C 1.92 24.32 -27.94
O 2.21 23.58 -28.83
N 2.66 25.45 -27.67
C 2.46 26.37 -26.59
C 3.86 25.79 -28.51
H 1.09 24.22 -27.23
H 1.39 26.35 -26.36
H 2.54 27.41 -26.92
H 3.09 26.13 -25.73
H 4.49 24.91 -28.66
H 3.57 25.96 -29.55
H 4.55 26.47 -28.03
C 2.46 27.78 -24.29
O 2.67 27.03 -25.24
N 1.57 27.44 -23.33
C 0.82 26.24 -23.33
C 1.29 28.39 -22.27
H 3.03 28.68 -24.03
H 0.64 25.85 -22.33
H 1.44 25.49 -23.81
H -0.05 26.38 -23.97
H 1.64 27.93 -21.35
H 1.69 29.40 -22.23
H 0.20 28.41 -22.22
```

## Properties
HOMO (eV): -5.94
Orbital gap (eV): 5.98
LUMO (eV): 0.04
DFT total energy (eV): -57632.394

---

What is the DFT total energy in the third record?
-28376.149 eV